Entry from the Open Molecules 2025 dataset: a cluster of 2 separate species, C5H12OSi in total (ωB97M-V/def2-TZVPD).

Each atom is followed by the atoms it is bonded to, with distances in Å.
Positions of all 19 atoms, in Å:
1 C -0.27653 0.12192 -1.27606  C2 1.285, H8 1.079, H15 1.071
2 C 0.55754 -0.80594 -1.58506  C1 1.285, C3 1.511, C4 1.402
3 C 0.13496 -2.25355 -1.48755  C2 1.511, H9 1.225, H10 1.138, H11 1.159
4 C 1.88562 -0.52655 -1.93530  C2 1.402, H12 1.051, H13 1.039, H14 1.033
5 C 0.26004 1.43419 2.56067  O6 1.329, H16 1.078, H17 1.082
6 O -1.04815 1.28430 2.74213  C5 1.329, Si7 1.542
7 Si -2.40050 1.94684 3.07365  O6 1.542, H18 1.456, H19 1.476
8 H -1.26300 -0.06712 -0.88141  C1 1.079
9 H 0.38491 -3.05213 -0.59295  C3 1.225
10 H -1.00028 -2.33109 -1.50995  C3 1.138
11 H 0.49482 -2.67702 -2.50508  C3 1.159
12 H 2.23409 -0.78745 -2.89162  C4 1.051
13 H 2.41159 -0.97597 -1.16002  C4 1.039
14 H 1.97742 0.50239 -1.93348  C4 1.033
15 H -0.10059 1.17319 -1.37944  C1 1.071
16 H 0.76886 0.58555 2.98769  C5 1.078
17 H 0.82849 2.35368 2.50974  C5 1.082
18 H -2.60340 3.28586 2.54026  Si7 1.456
19 H -3.24590 0.78889 2.72378  Si7 1.476

Summary:
* gap between HOMO and LUMO (spin up / spin down): 7.7 / 7.7 eV
* HOMO energy (spin up / spin down): -7.96 / -7.27 eV

=====

Entry from the Open Molecules 2025 dataset: the molecule C5H12S (ωB97M-V/def2-TZVPD).

Each atom is followed by the atoms it is bonded to, with distances in Å.
Positions of all 18 atoms, in Å:
1 C -1.57436 -2.48829 -1.27180  C2 1.629, H7 1.230, H8 1.198, H9 1.222
2 C -1.15372 -1.53338 -0.02130  C1 1.629, C3 1.424, H10 1.213, H11 1.180
3 C -0.24538 -0.44325 -0.14092  C2 1.424, S4 1.828, H12 1.252, H13 1.103
4 S -0.11706 0.74724 1.23967  C3 1.828, C5 1.731
5 C 1.07064 1.56988 0.28551  S4 1.731, C6 1.613, H14 1.113, H15 1.036
6 C 1.80753 2.59652 1.28778  C5 1.613, H16 1.144, H17 1.039, H18 1.161
7 H -1.63485 -1.70003 -2.21384  C1 1.230
8 H -0.77777 -3.38085 -1.33596  C1 1.198
9 H -2.73744 -2.83068 -1.11862  C1 1.222
10 H -1.18649 -2.43496 0.78902  C2 1.213
11 H -2.18740 -1.04238 0.26718  C2 1.180
12 H 0.91316 -0.73535 -0.51629  C3 1.252
13 H -0.78535 0.10863 -0.92917  C3 1.103
14 H 0.79585 1.97038 -0.71640  C5 1.113
15 H 1.86550 1.03564 -0.10995  C5 1.036
16 H 2.72249 3.10775 0.83047  C6 1.144
17 H 2.19307 2.04912 2.08174  C6 1.039
18 H 1.03155 3.40402 1.59289  C6 1.161

Summary:
* gap between HOMO and LUMO: 9.7 eV
* HOMO energy: -8.66 eV
* SMILES string: CCCSCC

=====

Entry from the Open Molecules 2025 dataset: a cluster of 2 separate species, C5H12S in total (ωB97M-V/def2-TZVPD).

Each atom is followed by the atoms it is bonded to, with distances in Å.
Positions of all 18 atoms, in Å:
1 C -0.49884 -1.62774 2.45395  C2 1.353, H4 1.167, H5 1.078
2 C 0.11529 -2.42422 1.54850  C1 1.353, C3 1.491, H6 1.114
3 C 0.98817 -2.00273 0.41544  C2 1.491, H7 1.220, H8 1.099, H9 1.082
4 H -0.96887 -2.07092 3.42601  C1 1.167
5 H -0.40531 -0.56634 2.28822  C1 1.078
6 H 0.13157 -3.53802 1.56238  C2 1.114
7 H 1.03008 -2.62922 -0.63007  C3 1.220
8 H 0.73605 -0.99775 0.04783  C3 1.099
9 H 2.00064 -1.96977 0.79649  C3 1.082
10 C 1.10558 1.30626 -1.68018  S11 1.852, H13 1.088, H14 1.165, H15 1.122
11 S -0.58108 0.80726 -1.10162  C10 1.852, C12 1.871
12 C -0.82129 2.41396 -0.17334  S11 1.871, H16 1.096, H17 1.161, H18 1.138
13 H 1.84053 0.76949 -1.08466  C10 1.088
14 H 1.24824 2.45083 -1.51796  C10 1.165
15 H 1.04947 1.22355 -2.79812  C10 1.122
16 H -0.88901 2.36666 0.91979  C12 1.096
17 H 0.02122 3.20095 -0.30748  C12 1.161
18 H -1.83086 2.85130 -0.46266  C12 1.138

Summary:
* gap between HOMO and LUMO: 9.6 eV
* HOMO energy: -8.64 eV
* SMILES string: C=CC.CSC

=====

Entry from the Open Molecules 2025 dataset: a cluster of 2 separate species, C5H12S in total (ωB97M-V/def2-TZVPD).

Each atom is followed by the atoms it is bonded to, with distances in Å.
Positions of all 18 atoms, in Å:
1 C -1.12375 -0.25879 1.20131  C2 1.518, H5 1.089, H6 1.094, H7 1.094
2 C -0.05435 0.68801 0.68726  C1 1.518, C3 1.529, H8 1.091, H9 1.094
3 C 0.72942 1.39730 1.79249  C2 1.529, S4 1.820, H10 1.088, H11 1.090
4 S 1.87515 2.58596 1.02645  C3 1.820, H12 1.334
5 H -1.77373 -0.57628 0.38778  C1 1.089
6 H -1.73550 0.20490 1.98129  C1 1.094
7 H -0.72989 -1.15863 1.68253  C1 1.094
8 H 0.62436 0.14656 0.02674  C2 1.091
9 H -0.53423 1.46031 0.07813  C2 1.094
10 H 1.27982 0.66724 2.38182  C3 1.088
11 H 0.00851 1.91486 2.42469  C3 1.090
12 H 2.70887 2.71591 2.05970  S4 1.334
13 C 0.42019 -1.54065 -2.43056  C14 1.327, H15 1.081, H16 1.081
14 C -0.84661 -1.72310 -2.78194  C13 1.327, H17 1.081, H18 1.082
15 H 1.01628 -0.87843 -3.04351  C13 1.081
16 H 0.88226 -2.05195 -1.59757  C13 1.081
17 H -1.24016 -1.22198 -3.65576  C14 1.081
18 H -1.50666 -2.37122 -2.22085  C14 1.082

Summary:
* gap between HOMO and LUMO: 10.0 eV
* HOMO energy: -9.00 eV
* SMILES string: CCCS.C=C

=====

Entry from the Open Molecules 2025 dataset: the ion C5H12S with charge +1 (ωB97M-V/def2-TZVPD).

Each atom is followed by the atoms it is bonded to, with distances in Å.
Positions of all 18 atoms, in Å:
1 C 2.31855 0.50364 -0.03085  C2 1.562, H7 1.084, H8 1.096, H9 1.094
2 C 1.13788 -0.50244 0.15275  C1 1.562, C3 1.505, H10 1.093, H11 1.094
3 C 0.02100 0.12278 0.94440  C2 1.505, C4 1.558, H12 1.082, H13 1.094
4 C -0.78652 1.22206 0.19141  C3 1.558, S5 1.809, H14 1.087, H15 1.094
5 S -1.65938 0.54082 -1.23896  C4 1.809, C6 1.796
6 C -2.20158 -1.12201 -0.82860  S5 1.796, H16 1.090, H17 1.094, H18 1.092
7 H 2.97721 0.53451 0.82979  C1 1.084
8 H 1.95338 1.50259 -0.29417  C1 1.096
9 H 2.86094 0.29367 -0.95689  C1 1.094
10 H 1.00005 -0.94306 -0.83788  C2 1.093
11 H 1.57548 -1.33197 0.71638  C2 1.094
12 H -0.72724 -0.58188 1.28169  C3 1.082
13 H 0.48105 0.65829 1.77947  C3 1.094
14 H -0.13597 1.98382 -0.23022  C4 1.087
15 H -1.62207 1.57305 0.80392  C4 1.094
16 H -1.53066 -1.91392 -0.49511  C6 1.090
17 H -2.97897 -1.01060 -0.06684  C6 1.094
18 H -2.68314 -1.52937 -1.72029  C6 1.092

Summary:
* gap between HOMO and LUMO (spin up / spin down): 12.4 / 7.4 eV
* HOMO energy (spin up / spin down): -15.65 / -15.64 eV
* net charge: +1
* multiplicity: 2

=====

Entry from the Open Molecules 2025 dataset: a cluster of 2 separate species, C5H12Se2 in total (ωB97M-V/def2-TZVPD).

Each atom is followed by the atoms it is bonded to, with distances in Å.
Positions of all 19 atoms, in Å:
1 C 0.55115 0.84380 -0.96469  C5 1.489, H8 1.143, H9 1.141, H10 1.112
2 C 0.61225 -0.62603 1.12955  C5 1.517, H11 1.084, H12 1.139, H13 1.005
3 C -1.19562 -0.93220 -0.84271  C5 1.529, Se6 1.984, H14 1.116, H15 1.084
4 C -1.78988 0.87009 1.02201  Se7 1.839, H16 1.157, H17 1.078
5 C -0.16014 -0.11251 -0.07134  C1 1.489, C2 1.517, C3 1.529
6 Se -1.80686 -2.63700 -0.03357  C3 1.984, H18 1.610
7 Se -2.63496 2.02512 -0.13290  C4 1.839, H19 1.438
8 H 1.27822 0.30486 -1.66236  C1 1.143
9 H -0.16888 1.43569 -1.62219  C1 1.141
10 H 1.11640 1.57868 -0.35129  C1 1.112
11 H 1.38749 -1.36085 0.94457  C2 1.084
12 H 1.05577 0.16037 1.82366  C2 1.139
13 H -0.06898 -1.00989 1.76140  C2 1.005
14 H -0.67528 -1.29737 -1.75956  C3 1.116
15 H -2.09284 -0.35570 -1.03416  C3 1.084
16 H -1.18199 1.22507 1.93979  C4 1.157
17 H -2.49800 0.06093 1.10426  C4 1.078
18 H -2.78344 -1.76023 0.89968  Se6 1.610
19 H -1.86523 3.21025 0.13376  Se7 1.438

Summary:
* gap between HOMO and LUMO (spin up / spin down): 5.6 / 7.5 eV
* HOMO energy (spin up / spin down): -5.12 / -8.73 eV
* multiplicity: 3

=====

Summary of electronic energy in eV
-15299.43904, -16211.68845, -16212.49605, -16213.85086, -16206.02572, -136065.62009
(order as listed above)
Summary of ΔE to the lowest compared entry with this formula, charge and spin in kJ/mol
565.9, 297.9, 220.0, 89.2, 11.6, 102.3
(order as listed above)